a.
{
  "formula": "C4H4N2OS",
  "method": "the ωB97M-V functional and the def2-TZVPD basis",
  "symbols": ["C", "H", "C", "H", "H", "S", "H", "O", "C", "N", "C", "N"],
  "positions_angstrom": [[0.76470, 2.52421, 0.04410], [1.69045, -2.39795, -0.03648], [-0.54333, 0.24940, -0.06827], [-3.51129, -0.40335, 0.44210], [1.38489, 3.43042, 0.18127], [2.82467, -0.31512, -0.09940], [-0.31524, -1.80083, 0.07286], [-2.56093, -0.83214, -0.10085], [1.59222, -1.26867, -0.08307], [0.21754, -0.97594, 0.06771], [0.22146, 1.43435, -0.21123], [-1.76513, 0.35561, -0.20874]],
  "mulliken_charge": [-0.083, 0.250, 0.570, 0.391, 0.362, -0.315, 0.264, -0.464, -0.015, -0.203, -0.420, -0.336],
  "homo_lumo_gap_ha": 0.321,
  "smiles": "C#C/C(=N/O)NC=S",
  "total_charge": 0,
  "e_lumo_ev": 0.14
}

***

b.
{
  "formula": "C4H4N2OS",
  "method": "the ωB97M-V functional and the def2-TZVPD basis",
  "symbols": ["H", "H", "C", "H", "C", "O", "N", "H", "S", "C", "C", "N"],
  "positions_angstrom": [[0.95931, -0.13528, 1.59287], [-0.44854, -0.07381, -3.74859], [0.64840, -0.45472, -1.67821], [-1.97722, 1.21659, 1.61925], [-0.64311, 0.21709, 0.65007], [-1.40244, -0.22331, -0.29706], [0.63999, -0.03112, 0.59522], [-0.76652, 1.04879, 2.72316], [2.65135, -1.59419, 0.04909], [0.17649, -0.18565, -2.83508], [1.35748, -0.61649, -0.43438], [-1.19520, 0.83211, 1.76367]],
  "mulliken_charge": [0.253, 0.367, -0.094, 0.202, 0.599, -0.605, -0.175, 0.199, -0.278, -0.086, 0.017, -0.400],
  "homo_lumo_gap_ha": 0.295,
  "smiles": "C#CC(=S)NC(N)=O",
  "total_charge": 0,
  "e_lumo_ev": -1.11
}

***

Relative energies, kJ/mol: a 183.8; b 0.0.

***

a.
{
  "formula": "C4H4N2OS",
  "method": "the ωB97M-V functional and the def2-TZVPD basis",
  "symbols": ["N", "H", "C", "H", "S", "H", "H", "N", "C", "O", "C", "C"],
  "positions_angstrom": [[-0.26552, -0.14554, -0.98146], [-0.67207, -0.45063, -1.85718], [-0.77580, 0.88570, -0.34860], [-1.53343, 1.55024, -0.92785], [1.30760, -2.28135, -1.14815], [0.64032, 0.44584, 2.63226], [-0.90701, 2.03485, 1.52183], [0.94212, -0.62580, 1.07969], [0.78905, -0.94236, -0.16490], [0.69783, -2.06944, -2.47492], [0.33530, 0.37449, 1.66380], [-0.55838, 1.22399, 1.00549]],
  "mulliken_charge": [-0.121, 0.306, 0.104, 0.284, 0.228, 0.513, 0.443, -0.549, 0.188, -0.598, -0.025, -0.772],
  "homo_lumo_gap_ha": [0.257, 0.257],
  "total_charge": 0,
  "e_lumo_ev": [-0.40, -0.40]
}

***

b.
{
  "formula": "C4H4N2OS",
  "method": "the ωB97M-V functional and the def2-TZVPD basis",
  "symbols": ["N", "C", "C", "O", "H", "H", "H", "C", "C", "N", "H", "S"],
  "positions_angstrom": [[-2.05566, -0.97674, -0.03585], [0.81310, 1.43035, 0.07680], [-1.25298, 0.13983, -0.15722], [-0.14642, -2.24161, 0.01145], [-1.86654, 1.01850, -0.19047], [1.45378, 1.50192, 0.96281], [0.00138, 2.21610, 0.13086], [0.09240, 0.11115, -0.04783], [0.71303, -1.21364, 0.03883], [-1.60590, -2.11799, 0.06955], [1.50910, 1.61107, -0.80071], [2.34471, -1.47894, -0.05822]],
  "mulliken_charge": [-0.253, -1.115, -0.476, -0.237, 0.428, 0.323, 0.314, 0.730, 0.333, -0.052, 0.288, -0.283],
  "homo_lumo_gap_ha": 0.289,
  "smiles": "Cc1cnnoc1=S",
  "total_charge": 0,
  "e_lumo_ev": -1.19
}

***

c.
{
  "formula": "C4H4N2OS",
  "method": "the ωB97M-V functional and the def2-TZVPD basis",
  "symbols": ["H", "C", "N", "C", "N", "O", "H", "H", "C", "S", "C", "H"],
  "positions_angstrom": [[-3.25578, -0.66327, -0.37576], [0.71281, 0.18321, 0.14622], [-2.54667, -1.27751, -0.04257], [-1.42617, -0.69747, 0.01595], [-0.09851, -1.00948, 0.17035], [-1.43204, 0.77803, -0.12363], [0.16510, 2.31074, -0.44011], [2.44984, 1.43812, 0.66627], [2.12459, 0.35350, 0.19112], [3.23153, -0.71399, -0.16137], [-0.09669, 1.20985, -0.08546], [0.17199, -1.91173, 0.03900]],
  "mulliken_charge": [0.273, 0.436, -0.722, 0.476, -0.072, -0.357, 0.282, 0.207, -0.351, -0.264, -0.095, 0.186],
  "homo_lumo_gap_ha": 0.290,
  "smiles": "[H]/N=c1/[nH]c(C=S)co1",
  "total_charge": 0,
  "e_lumo_ev": -0.84
}

***

Relative energies, kJ/mol: a 21.3; b 92.5; c 0.0.

***

a.
{
  "formula": "C4H6ClN3",
  "method": "the ωB97M-V functional and the def2-TZVPD basis",
  "symbols": ["N", "H", "N", "H", "H", "Cl", "N", "C", "H", "C", "C", "C", "H", "H"],
  "positions_angstrom": [[0.57072, -0.80256, 0.89131], [2.98471, -1.62482, 2.83732], [-0.21009, -0.57428, -0.09995], [-2.25943, 1.51635, -1.41433], [1.58594, -0.87874, 3.41202], [-0.18967, 3.02034, -1.67423], [1.99770, -1.41314, 2.56612], [0.47135, 1.62544, -0.82437], [-1.23459, 0.72509, -2.76165], [1.67063, -1.19362, 1.30688], [-0.42162, 0.52551, -0.92654], [-1.67527, 0.59875, -1.69426], [-1.01803, -1.25404, -0.18904], [-2.27236, -0.27027, -1.42926]],
  "mulliken_charge": [-0.484, 0.293, 0.071, 0.283, 0.249, -0.174, -0.335, -0.489, 0.298, 0.065, 0.839, -1.259, 0.328, 0.314],
  "homo_lumo_gap_ha": [0.255, 0.241],
  "total_charge": 0,
  "e_lumo_ev": [-0.77, -0.95]
}

***

b.
{
  "formula": "C4H6ClN3",
  "method": "the ωB97M-V functional and the def2-TZVPD basis",
  "symbols": ["H", "H", "N", "N", "H", "H", "N", "C", "H", "H", "C", "C", "Cl", "C"],
  "positions_angstrom": [[1.54996, 1.50878, 0.00061], [-2.04113, 2.25632, -0.32550], [-1.46696, -0.35955, -0.35803], [-1.05209, 2.19956, -0.11341], [0.61306, -2.70218, 0.28548], [0.88677, 0.67627, 1.41944], [-0.96628, -1.50460, 0.04674], [1.29957, -0.63525, -0.25175], [2.27764, -0.90724, 0.15313], [1.38312, -0.54402, -1.34060], [0.86148, 0.72407, 0.32511], [0.28919, -1.69708, 0.06469], [-3.12182, -0.12084, 0.13239], [-0.51251, 1.10575, -0.03830]],
  "mulliken_charge": [0.284, 0.274, 0.009, -0.530, 0.408, 0.234, -0.456, -0.503, 0.289, 0.265, -0.349, -0.167, -0.129, 0.371],
  "homo_lumo_gap_ha": 0.337,
  "smiles": "[H]/N=C1/CCC=NN1Cl",
  "total_charge": 0,
  "e_lumo_ev": 0.57
}

***

Relative energies, kJ/mol: a 367.4; b 0.0.

***

a.
{
  "formula": "C3H4Cl2",
  "method": "the ωB97M-V functional and the def2-TZVPD basis",
  "symbols": ["Cl", "Cl", "H", "H", "C", "H", "H", "C", "C"],
  "positions_angstrom": [[0.90744, -0.31075, -2.11683], [-1.44439, 1.17492, -1.80797], [0.44753, 1.33121, -0.51438], [0.36117, -2.33379, -0.05064], [-0.14352, 0.50529, -0.80789], [0.27902, -0.99927, 2.22107], [-0.14276, 1.28842, 1.56155], [-0.06910, -0.00392, 1.39119], [-0.19539, -0.65212, 0.12390]],
  "mulliken_charge": [-0.216, -0.147, 0.306, 0.310, 0.028, 0.202, 0.240, -0.494, -0.228],
  "homo_lumo_gap_ha": 0.337,
  "total_charge": 0,
  "e_lumo_ev": -0.91
}

***

b.
{
  "formula": "C3H4Cl2",
  "method": "the ωB97M-V functional and the def2-TZVPD basis",
  "symbols": ["C", "H", "H", "C", "H", "H", "C", "Cl", "Cl"],
  "positions_angstrom": [[0.94876, 0.06966, 0.35146], [-2.72116, 1.37339, 2.23429], [0.89499, 0.76867, 1.07235], [0.18943, -0.82504, -0.21962], [2.05305, -0.83638, -1.36121], [0.83467, 0.54306, -1.84811], [1.21413, -0.27244, -1.10883], [-0.98435, -1.99585, -0.14482], [-2.42952, 1.17492, 1.02449]],
  "mulliken_charge": [-0.174, 0.233, 0.411, -0.046, 0.263, 0.145, -0.457, -0.141, -0.234],
  "homo_lumo_gap_ha": 0.363,
  "smiles": "ClC1=CC1.Cl",
  "total_charge": 0,
  "e_lumo_ev": 0.75
}

***

Relative energies, kJ/mol: a 369.0; b 0.0.